[1]
A molecular structure, C15H26Cl2LaNOP2 at a distorted geometry, computed with ωB97M-V/def2-TZVPD.

The geometry in ORCA input format:
```
! RIJCOSX wB97M-V def2-TZVPD def2/J DEFGRID3
* xyz 2 1
H -3.62 -0.41 -1.66
H 0.54 5.06 -1.93
C 1.98 -1.17 -3.25
P 2.14 0.36 -2.22
H 3.43 0.82 -0.24
H -4.86 -0.14 -0.42
C 0.74 -2.12 2.80
C 2.76 1.70 -3.29
H 4.36 -0.24 -1.35
H -3.49 2.71 -1.70
C 0.15 3.39 -0.71
H -3.47 -1.21 -0.08
H -2.05 1.90 2.17
H 3.03 -0.91 -0.35
C -3.78 -0.27 -0.58
H 2.02 1.92 -4.08
C 0.15 -4.46 3.14
H 1.98 -1.27 4.34
H 1.01 -1.12 -3.76
C 0.71 -0.90 2.05
Cl -0.79 -2.50 -1.03
P -2.75 1.16 0.00
H 2.89 2.62 -2.69
H -3.75 1.28 2.25
H 2.00 -2.08 -2.64
C 0.03 4.07 -1.94
H -0.48 -3.27 1.44
C 0.08 -3.29 2.38
O 0.33 3.15 0.43
H -2.34 0.14 2.17
C -3.54 2.68 -0.60
C 0.88 -4.51 4.32
C 1.47 -2.17 4.00
H 0.95 -5.43 4.90
H -0.37 -5.36 2.79
H -4.60 2.78 -0.30
C -2.74 1.11 1.82
H -2.99 3.56 -0.22
La -0.36 0.03 -0.98
H 2.75 -1.27 -4.03
C 3.37 -0.03 -0.93
H -1.05 4.22 -2.14
N 0.71 0.10 1.42
H 3.73 1.47 -3.79
C 1.54 -3.35 4.75
H 2.12 -3.36 5.67
Cl -1.30 1.18 -3.26
H 0.49 3.42 -2.72
*
```

LUMO	-9.091	eV
gap between HOMO and LUMO	5.693	eV
E_tot	-2351.37321	Eh
HOMO level	-14.784	eV


[2]
A molecular structure, C15H26ClCrO2P2Te at a distorted geometry, computed with ωB97M-V/def2-TZVPD.

The geometry in ORCA input format:
```
! RIJCOSX wB97M-V def2-TZVPD def2/J DEFGRID3
* xyz 2 4
H -0.73 1.13 -3.30
C 1.26 5.08 -0.02
C 1.52 5.72 1.20
H 0.69 2.11 -2.83
O -2.88 -2.42 -0.80
C 2.63 -0.37 -2.40
P -0.64 -0.36 2.29
H 1.33 3.21 -1.11
H 2.94 -0.08 -3.43
C -2.26 -3.42 -0.72
H 1.05 -1.55 3.50
H -3.40 -5.15 -1.17
C -1.18 0.87 -0.36
H -0.98 -1.47 -3.03
C 0.65 -0.53 3.54
H -1.15 -2.73 2.41
C 1.98 5.00 2.32
O -1.52 2.00 -0.48
H 0.49 -1.68 -4.05
H -2.57 1.04 2.27
H 2.91 -1.42 -2.24
C 1.41 3.71 -0.14
C 0.10 -1.61 -3.02
Te 1.99 0.87 0.82
H 1.00 5.67 -0.90
H -1.63 -5.12 -1.65
H -1.13 1.97 2.80
H 3.19 0.26 -1.69
H -2.46 -1.80 1.67
C -1.66 1.01 2.88
C 0.36 1.14 -3.21
H 2.60 3.05 3.05
C -1.72 -1.80 2.48
Cr -0.08 -0.61 0.05
H 0.33 -2.55 -2.52
C 2.13 3.62 2.22
H -2.22 -1.76 3.44
H 2.27 5.52 3.25
H 1.43 6.80 1.27
Cl -0.06 -2.94 0.02
P 0.85 -0.23 -2.11
H 1.47 0.19 3.37
C -2.37 -4.84 -0.89
H -1.93 0.82 3.94
H -2.12 -5.29 0.10
C 1.78 2.98 1.00
H 0.82 0.95 -4.19
H 0.27 -0.34 4.56
*
```

LUMO (spin up / spin down)	-7.754 / -8.313	eV
gap between HOMO and LUMO (spin up / spin down)	6.597 / 6.046	eV
E_tot	-3192.42159	Eh
HOMO level (spin up / spin down)	-14.350 / -14.359	eV


[3]
A molecular structure, C15H26ClIrN2O4PS3 at a distorted geometry, computed with ωB97M-V/def2-TZVPD.

The geometry in ORCA input format:
```
! RIJCOSX wB97M-V def2-TZVPD def2/J DEFGRID3
* xyz 3 1
C -2.72 -2.55 -0.61
P 2.69 -1.39 0.27
H 5.82 -1.13 -1.11
H 0.26 4.93 -2.07
Cl -5.60 -5.23 -2.75
C -3.93 -4.63 -0.72
O -1.64 -0.46 -0.28
C -0.42 3.42 2.36
H -0.59 4.46 2.12
H 1.55 3.75 -2.36
N 5.27 -1.62 -0.39
H -2.76 2.41 -1.52
C -4.51 -4.22 -1.93
H 3.96 -3.23 -0.90
C -2.15 3.68 0.12
C -3.04 -3.80 -0.07
H 1.47 -3.50 0.67
H 1.57 -1.42 2.76
H 2.18 4.86 -0.40
C 3.98 -2.15 -0.89
H -0.75 3.26 3.39
S -1.56 2.41 1.32
H -2.59 -4.11 0.86
C 1.27 4.27 -0.30
C -1.71 -1.66 0.09
C -3.29 -2.14 -1.83
H 0.58 4.84 0.32
H -3.02 -1.18 -2.24
C -4.18 -2.96 -2.48
H 3.78 -1.80 -1.90
H 1.64 3.87 2.73
O 3.49 -0.48 1.13
C 0.73 4.01 -1.69
C 1.06 3.06 2.28
H -1.59 4.60 0.28
H -2.39 4.08 -1.97
H 1.28 2.15 2.83
C -2.08 3.25 -1.33
Ir 0.12 0.92 -0.20
N 1.14 -2.25 2.32
S 1.76 2.75 0.62
O 1.56 -0.78 -0.51
O -1.02 -2.19 0.97
H -4.18 -5.59 -0.30
S -0.47 2.64 -1.96
C 2.04 -2.81 1.29
H 2.87 -3.33 1.76
H 0.19 -2.01 1.81
H -4.64 -2.66 -3.41
H 4.98 -0.94 0.37
H -3.19 3.88 0.38
H 0.92 -2.93 3.06
H 5.88 -2.35 0.01
*
```

LUMO (spin up / spin down)	-11.663 / -11.663	eV
gap between HOMO and LUMO (spin up / spin down)	3.290 / 3.290	eV
E_tot	-3097.17609	Eh
energy relative to the best compared isomer or geometry (same formula, charge and spin)	314.7	kJ/mol
HOMO level (spin up / spin down)	-14.953 / -14.953	eV


[4]
7 unconnected molecules or ions with the total composition C15H26ClN6OS at a distorted geometry, computed with ωB97M-V/def2-TZVPD.

The geometry in ORCA input format:
```
! RIJCOSX wB97M-V def2-TZVPD def2/J DEFGRID3
* xyz 1 1
H 0.42 0.42 1.20
H -6.68 -0.87 -3.94
H 6.40 4.05 2.51
C 0.10 0.64 0.09
H 6.76 2.72 1.40
Cl 1.23 -0.07 -2.91
H -6.56 -1.81 -2.46
N -1.85 2.06 -5.39
H -1.47 -0.43 -7.38
C 0.79 -1.98 3.33
C -4.69 -1.44 -3.42
C 5.37 -0.81 3.16
H -4.16 1.71 3.76
H 0.67 -3.62 1.97
H 4.65 0.01 3.09
H -0.01 0.54 -7.54
H -3.20 1.87 -2.67
S 0.66 -0.79 -1.01
H 2.13 -2.65 1.81
C 6.98 2.22 3.47
H 8.07 3.57 2.22
H 1.96 -3.76 3.17
H -1.86 1.75 0.71
N 6.91 1.46 4.35
H -1.51 0.64 -2.28
C 7.06 3.18 2.35
H -2.88 -0.31 -1.40
H 5.92 -0.68 4.10
C 1.42 -3.05 2.53
H -6.07 -0.12 -2.47
H 6.10 -0.68 2.35
C -1.55 0.77 0.10
C -4.57 0.30 2.21
C -0.73 0.14 -6.82
N 4.20 -3.17 3.04
H -0.19 -0.57 -6.18
N 0.30 -1.13 3.96
H -1.94 -0.14 0.74
C -4.02 0.65 3.53
H -2.95 0.44 3.59
N -5.00 0.03 1.16
C -1.35 1.21 -6.02
N -3.61 -1.76 -3.71
H -0.50 -1.57 -1.28
O -3.20 1.79 -1.66
C 4.72 -2.13 3.09
C -2.25 0.68 -1.38
H -4.51 0.08 4.33
H 0.55 1.64 -0.34
C -6.06 -1.05 -3.06
*
```

LUMO	-6.083	eV
gap between HOMO and LUMO	7.037	eV
E_tot	-1848.87950	Eh
HOMO level	-13.120	eV


[5]
2 unconnected molecules or ions with the total composition C15H26F4N3O5P at a distorted geometry, computed with ωB97M-V/def2-TZVPD.

The geometry in ORCA input format:
```
! RIJCOSX wB97M-V def2-TZVPD def2/J DEFGRID3
* xyz 0 1
N -2.07 -4.29 2.67
N -0.56 -3.07 1.21
N -2.88 -2.56 0.55
H -1.43 -3.61 4.56
C 1.90 1.33 -0.64
H -1.73 -5.34 4.48
O -1.47 1.59 -1.23
F 0.36 4.69 -3.56
F -1.08 5.94 -0.54
H 3.51 5.15 -0.24
C -2.09 -4.36 4.13
H -2.66 -5.67 1.19
H 1.06 -4.26 0.56
H 5.60 5.93 -1.18
H -3.60 -3.24 -1.30
O -3.33 -2.30 2.85
C 0.49 3.11 -1.58
H 2.61 4.50 -2.56
H 3.72 2.94 -2.59
H -3.42 -0.56 1.00
H 1.24 -2.00 0.88
C 5.31 4.89 -1.59
H 4.42 3.48 -0.11
O 0.60 1.26 0.00
F -1.56 4.32 -2.38
C 4.00 4.27 -0.82
C -2.76 -3.40 -0.62
H 6.23 4.21 -1.48
P -2.07 -2.68 2.06
H -2.37 -0.74 -0.41
O 5.09 5.08 -3.02
C 0.05 -4.36 0.98
C -0.15 4.41 -2.26
H 5.32 4.27 -3.51
H -2.80 -4.46 -0.38
C 1.86 2.74 -1.40
H -1.84 -3.21 -1.19
C -3.20 -1.20 0.14
C -3.00 -5.29 2.15
C -0.30 1.89 -0.92
F 0.59 6.82 -1.91
H -0.19 -1.00 1.02
H -3.04 -6.18 2.79
H -4.09 -1.17 -0.50
H -3.09 -4.20 4.54
H 0.07 -1.94 -0.46
H 0.93 5.29 -0.46
O 2.80 0.46 -0.60
H -0.52 -4.95 0.26
C 0.15 5.65 -1.23
H -4.02 -4.90 2.05
C 3.05 3.64 -1.95
C 0.18 -1.95 0.63
H 0.17 -4.93 1.90
*
```

LUMO	-1.762	eV
gap between HOMO and LUMO	5.945	eV
E_tot	-1868.20355	Eh
HOMO level	-7.707	eV